Here is a structure of composition C42H35N7O2V in a non-equilibrium geometry from the Open Molecules 2025 dataset. Energies are from ωB97M-V/def2-TZVPD.

```
! wB97M-V def2-TZVPD RIJCOSX def2/J DEFGRID3
* xyz 0 4
V -0.91971 1.41161 -0.51622
O -0.09264 5.45075 -0.80046
O -5.26166 0.87991 -0.77597
N -0.10390 3.33752 0.07241
N 0.24631 -5.11298 -0.97444
N 0.22475 1.51278 -1.89231
N 1.92492 -5.13652 0.46375
N -2.98302 0.54161 -0.30972
N 0.06333 -0.25176 0.05666
N -2.31227 2.75773 -1.10667
C -3.84600 -2.48539 1.68561
C -4.06530 1.19479 -0.91729
C 3.59484 1.30191 -0.85352
C 0.06440 -2.42469 -1.07067
C 0.18602 -7.63492 -1.26345
C -2.65040 5.05556 -1.92082
C -0.46292 -1.12964 -0.80862
C 3.42990 3.90455 0.81643
C -3.30452 -0.32064 0.78924
C -3.48956 -1.71937 0.59338
C 2.32310 3.18452 0.29655
C -3.31578 -2.37035 -0.74513
C 1.09256 -4.38217 -0.26159
C 1.73525 -6.44951 0.09474
C 2.46580 -7.62113 0.44251
C 4.37448 1.04010 0.29935
C 0.90661 -2.95850 -0.16445
C -3.57741 2.48242 -1.48875
C -0.63896 4.36741 -0.69546
C -4.14005 -1.86305 2.93718
C -4.37313 3.41115 -2.14378
C 2.48129 2.25371 -0.80572
C -3.99011 -0.44684 3.04044
C 0.93659 4.51424 1.89178
C 3.25535 4.84833 1.78111
C 0.68593 -6.42326 -0.85030
C 1.40494 -2.09966 0.80488
C -1.91195 4.04225 -1.22241
C -3.44119 1.84898 2.12009
C 0.84017 -8.79462 -0.88698
C 3.91767 0.60626 -2.05211
C 2.01571 -8.81307 -0.10728
C -0.38570 4.84198 2.51866
C 5.44557 0.19458 0.23752
C 1.00341 -0.75824 0.86753
C 1.40938 2.32403 -1.93323
C 5.79668 -0.42725 -0.98488
C -3.64073 0.34359 2.00920
C 5.03770 -0.20712 -2.10982
C -3.86475 4.68348 -2.40709
C 1.05912 3.66096 0.77683
C 2.08829 5.05202 2.47732
H -2.14734 6.01264 -2.07292
H -3.88515 -3.53498 1.59548
H -4.18463 0.03469 4.05235
H -3.35134 2.31709 3.11978
H -4.24641 2.38903 1.59624
H -0.64412 -7.64556 -2.04526
H 4.13649 5.43483 1.99174
H 0.12434 1.06249 -2.80554
H 3.48158 0.90666 -2.99313
H 3.30539 -7.51786 1.13591
H 1.98438 2.00905 -2.82907
H 2.39682 -9.83746 0.14847
H 4.37928 3.75985 0.36653
H 2.66451 -4.69271 0.93812
H 1.17261 3.40073 -1.91107
H -2.49697 -3.07918 -0.75954
H -1.16344 4.71695 1.71934
H -2.47988 2.01460 1.59326
H -4.40994 5.33403 -2.98148
H -5.33994 3.08597 -2.54041
H -0.37608 5.91150 2.73701
H -3.31317 -1.58341 -1.51836
H 2.06534 -2.39406 1.60433
H 0.39444 -9.77477 -1.15766
H 5.32533 -0.61778 -3.09831
H -1.33373 -0.88065 -1.42305
H -0.65251 4.17295 3.32741
H -4.38069 -2.40573 3.90853
H 6.03616 0.10811 1.16251
H -0.32601 -2.90615 -1.94521
H 1.47790 -0.08757 1.59446
H 4.13034 1.57663 1.22996
H 1.95978 5.65171 3.39068
H -4.15884 -2.99311 -1.02027
H 6.61711 -1.16660 -1.11489
*
```

Its electronic energy is -3099.23644 Eh. For the frontier orbital gap (spin up / spin down), the calculation gives 5.7 / 7.1 eV. For the HOMO energy (spin up / spin down), the calculation gives -0.244 / -0.292 hartree. The maximum force comes out at 4.93 eV/A. The calculation puts the relative energy (zero: lowest compared OMol25 entry of this formula, charge and spin) at 53.6 kcal per mole.